[1]
C4H2O2S3 | wB97M-V/def2-TZVPD

ORCA input file:
```
! RIJCOSX wB97M-V def2-TZVPD def2/J DEFGRID3
* xyz 0 1
C 1.857 -1.200 -0.477
C 1.083 -0.272 -0.425
C 0.177 1.969 0.238
C 0.077 0.791 -0.514
O -1.757 -1.075 1.651
O -0.890 -2.681 0.001
S -1.189 3.010 0.467
S -1.257 0.504 -1.437
S -1.796 -1.608 0.312
H 2.734 -1.676 -0.755
H 0.962 2.237 0.939
*
```

## Properties
Energy above the lowest of the compared OMol25 structures with the same formula, charge and spin   0.258 eV
HOMO level (alpha / beta)   -9.09 / -9.09 eV


[2]
CHCl2F2NS | wB97M-V/def2-TZVPD

ORCA input file:
```
! RIJCOSX wB97M-V def2-TZVPD def2/J DEFGRID3
* xyz 0 1
C 1.578 -0.329 -0.323
N -0.457 0.543 1.078
F -2.429 1.566 -0.332
F -2.509 -0.641 0.602
S -1.301 0.282 -0.061
Cl 1.955 -1.559 0.849
Cl 1.137 -0.500 -1.951
H 2.026 0.638 0.138
*
```

## Properties
Energy above the lowest of the compared OMol25 structures with the same formula, charge and spin   3.128 eV
HOMO level (alpha / beta)   -10.64 / -9.31 eV


Q: Among the records above, which one has the highest energy above the lowest of the compared OMol25 structures with the same formula, charge and spin?
A: CHCl2F2NS


Q: The lowest energy above the lowest of the compared OMol25 structures with the same formula, charge and spin belongs to which entry?
A: C4H2O2S3